ORCA calculation (ωB97M-V with the def2-TZVPD basis set) on 3 unconnected molecules or ions with the total composition C5H14NO4 in a non-equilibrium geometry.

The calculation puts the energy above the lowest of the compared OMol25 structures with the same formula, charge and spin at 2.849 eV. The HOMO energy comes out at -4.245 eV. The calculated total energy is -554.623373 hartree. As for the charge: -1. Its LUMO energy is 3.6 eV.

Atoms and positions in Å:
C -1.31706 1.33010 0.99325
N -1.21855 0.11259 0.12326
C 1.56666 -0.52507 2.02799
C 1.45673 0.03096 0.57238
C 0.17264 -0.53737 -0.04093
C 0.52726 -0.70384 -1.70488
O 0.49116 -1.84530 -2.05828
O 0.64525 0.34789 -2.29401
H -0.67855 2.26707 0.82023
H -2.30614 1.83556 1.13319
H -0.84385 1.11929 2.02486
H -1.55370 0.21590 -0.82711
H 1.56344 -1.54507 2.04260
H 2.37239 -0.17782 2.63169
H 0.55707 -0.20217 2.30920
H 2.26522 -0.17024 -0.12960
H 1.47143 1.15290 0.78187
H 0.08704 -1.54929 0.45090
H -1.56483 -0.59408 2.23182
H -2.30294 -1.73783 1.46647
O -2.03510 -1.44962 2.29205
H -0.51841 2.58918 -1.54015
H 0.67384 1.72795 -1.37977
O 0.25749 2.53600 -0.93549

Atoms 1-2, force components in eV/Å:
C 1.6 1.3 1.3
N 1.5 0.9 0.6

Löwdin population analysis, charges in e, atoms 1 to 6:
1. C -0.17
2. N -0.07
3. C -0.09
4. C -0.22
5. C -0.23
6. C -0.74